17
Properties=species:S:1:pos:R:3:mulliken_charge:R:1 method="wB97M-V/def2-TZVPD" e_above_lowest_ev=7.7477 orbital_gap_ev="8.01 / 8.01"
C 0.352 -1.447 0.344 -0.7885
C 0.893 -0.462 -0.641 -0.4406
C 0.329 0.685 -0.916 -0.0260
C -0.721 1.379 -0.123 -0.3172
C -0.987 0.999 1.127 -0.4720
C -0.311 -0.059 1.932 -0.0603
C 0.892 0.218 2.517 0.5950
N 1.954 0.414 2.920 -0.4904
N -1.107 -1.017 2.739 1.0652
O -2.262 -1.246 2.446 -0.6170
O -0.442 -1.617 3.523 -0.5781
H -0.456 -1.952 0.013 0.3643
H 0.977 -2.108 0.944 0.3680
H 1.651 -0.719 -1.291 0.4683
H 0.659 1.370 -1.702 0.3093
H -1.006 2.379 -0.520 0.3116
H -1.730 1.578 1.720 0.3084